{"formula": "C36H41CrF5N5O5PS2", "method": "ωB97M-V/def2-TZVPD", "s2": 6.017, "homo_ev": [-1.06, -1.06], "charge": -2, "spin_multiplicity": 5, "species": ["Cr", "O", "C", "C", "C", "C", "C", "C", "C", "N", "N", "C", "O", "C", "C", "C", "C", "C", "C", "H", "H", "H", "H", "H", "H", "H", "H", "H", "H", "S", "C", "N", "C", "C", "C", "N", "H", "H", "H", "H", "H", "H", "H", "H", "C", "C", "O", "P", "O", "C", "C", "O", "C", "C", "H", "H", "H", "H", "H", "H", "H", "H", "H", "H", "H", "H", "H", "H", "H", "C", "C", "C", "C", "C", "C", "N", "H", "H", "H", "H", "H", "H", "H", "H", "F", "C", "C", "F", "C", "F", "C", "S", "C", "F", "C", "F"], "xyz": [[-0.26214, -0.82394, -0.15410], [0.01499, -2.63845, 0.83403], [-0.96247, -3.39283, 1.18861], [-0.77250, -4.80079, 1.27214], [-1.77165, -5.65517, 1.66776], [-3.03423, -5.17605, 2.03645], [-3.24621, -3.81494, 1.98699], [-2.25718, -2.91555, 1.56891], [-2.59793, -1.50934, 1.59986], [-1.88646, -0.58085, 1.08194], [-2.31863, 0.73224, 1.28560], [-1.44869, 1.53018, 0.72305], [-0.42193, 1.19008, 0.04067], [-1.63966, 2.99986, 0.93538], [-0.56631, 3.84566, 0.66177], [-0.69799, 5.21460, 0.84153], [-1.90478, 5.74656, 1.27808], [-2.97700, 4.90349, 1.54935], [-2.84311, 3.53257, 1.38881], [0.20106, -5.17396, 0.97726], [-1.57707, -6.72294, 1.68841], [-3.82191, -5.85260, 2.34270], [-4.21367, -3.41110, 2.27164], [-3.51889, -1.22124, 2.10901], [0.35173, 3.40295, 0.29559], [0.14090, 5.86718, 0.62973], [-2.01052, 6.81721, 1.41202], [-3.91953, 5.31676, 1.88951], [-3.66088, 2.85706, 1.60043], [-1.06442, 0.76422, -4.21887], [-1.91075, 2.07947, -3.68858], [-3.27244, 2.14948, -3.79399], [-4.07312, 3.11781, -3.07373], [-3.34372, 4.45010, -3.10871], [-1.98234, 4.24973, -2.46967], [-1.29215, 3.15910, -3.13682], [-3.67716, 1.25827, -4.03066], [-4.23419, 2.81357, -2.02998], [-5.05064, 3.18610, -3.55561], [-3.90174, 5.21771, -2.57038], [-3.22771, 4.76395, -4.14963], [-2.11795, 4.04101, -1.40615], [-1.37034, 5.15110, -2.54742], [-0.33231, 2.96264, -2.88893], [2.71609, -0.65544, 6.39453], [2.04480, -1.54997, 5.37024], [2.41188, -1.14011, 4.06320], [1.13771, -0.76997, 3.03749], [1.98425, -0.75148, 1.67129], [2.81740, -1.83286, 1.23123], [4.26983, -1.44192, 1.39088], [0.98381, 0.83895, 3.19710], [2.01215, 1.74193, 2.76363], [1.75087, 3.08571, 3.40590], [2.46252, -0.96912, 7.41005], [2.39378, 0.37748, 6.25748], [3.80024, -0.69195, 6.27944], [0.95592, -1.51115, 5.49118], [2.34649, -2.59355, 5.50753], [2.56935, -1.99594, 0.18312], [2.56671, -2.74139, 1.78365], [4.44891, -0.50286, 0.86690], [4.91242, -2.20911, 0.95096], [4.52709, -1.32457, 2.44452], [1.98060, 1.80203, 1.67350], [2.99319, 1.34942, 3.04635], [0.79599, 3.49123, 3.07054], [2.53972, 3.79218, 3.13759], [1.72053, 2.99419, 4.49381], [1.04878, -3.46773, -2.02812], [-0.38162, -3.16529, -2.35151], [-1.24173, -3.87575, -3.16917], [-2.48631, -3.19414, -3.12420], [-2.29728, -2.10878, -2.28769], [-3.29131, -1.05031, -1.91837], [-1.01710, -2.08313, -1.81710], [1.46264, -4.16910, -2.75729], [1.15826, -3.90026, -1.02884], [1.65557, -2.55907, -2.05061], [-0.99484, -4.76870, -3.72827], [-3.40002, -3.44633, -3.64672], [-3.89179, -0.77047, -2.79130], [-2.78747, -0.14708, -1.56399], [-3.98401, -1.36935, -1.13019], [6.29477, -1.46547, -5.04625], [5.33176, -1.01386, -4.21458], [5.66000, -0.32309, -3.06426], [6.95917, -0.09858, -2.77421], [4.66450, 0.13102, -2.21985], [5.07745, 0.80429, -1.12895], [3.29744, -0.06848, -2.45444], [2.07183, 0.53767, -1.38496], [3.01300, -0.76090, -3.64330], [1.75181, -0.97828, -4.00868], [3.99461, -1.22750, -4.49884], [3.66331, -1.88397, -5.62443]]}

---

{"formula": "C5H8N2", "method": "ωB97M-V/def2-TZVPD", "relative_energy_kcal_mol": 97.51, "homo_ev": [-8.45, -8.17], "spin_multiplicity": 1, "species": ["C", "C", "C", "C", "N", "C", "N", "H", "H", "H", "H", "H", "H", "H", "H"], "xyz": [[2.42204, -0.64303, -0.90101], [-0.84823, 0.37380, 2.30658], [-0.40492, -0.41712, 1.24770], [-1.09641, 0.28573, 0.23551], [-1.49711, -0.17858, -0.98055], [-1.46916, 1.58293, 0.77554], [-1.04426, 1.66967, 2.02517], [2.14385, -1.69461, -0.78624], [1.96652, -0.23919, -1.80896], [3.50959, -0.56568, -0.97426], [-0.18906, -1.47658, 1.24181], [-2.40967, 0.07916, -1.32415], [-1.17233, -1.08664, -1.27547], [-1.97853, 2.38847, 0.25371], [2.06768, -0.07834, -0.03539]]}

---

{"formula": "C2H6IN2S", "method": "ωB97M-V/def2-TZVPD", "relative_energy_kcal_mol": 10.60, "homo_ev": -13.13, "charge": 1, "spin_multiplicity": 1, "species": ["N", "C", "I", "N", "C", "S", "H", "H", "H", "H", "H", "H"], "xyz": [[1.05879, -1.70457, 0.99668], [1.19886, -0.70931, 0.15836], [3.05803, 0.00333, -0.11800], [0.13027, -0.08680, -0.24879], [0.04333, 1.23170, -0.91476], [-0.21102, 2.65494, 0.63527], [0.09373, -2.03531, 1.37460], [1.97656, -2.07908, 1.46364], [-0.74483, -0.44972, 0.04962], [-0.85061, 1.15981, -1.46178], [0.91162, 1.43417, -1.43922], [-0.14828, 3.91084, 0.01896]]}

---

{"formula": "C6H18N3", "method": "ωB97M-V/def2-TZVPD", "relative_energy_kcal_mol": 4.88, "s2": 0.753, "homo_ev": [-3.65, -8.69], "spin_multiplicity": 2, "species": ["C", "C", "C", "N", "N", "N", "H", "H", "H", "H", "H", "H", "H", "H", "H", "H", "C", "C", "C", "H", "H", "H", "H", "H", "H", "H", "H"], "xyz": [[0.66766, 3.30697, 0.56237], [0.60654, 2.74843, 1.98637], [0.36098, 1.19566, -0.73769], [-0.04114, 2.49959, -0.43960], [1.46812, 0.64961, -0.10947], [-0.43108, 0.38963, -1.52862], [0.01330, 4.16646, 0.59959], [1.67236, 3.49534, 0.18956], [-0.42068, 2.88336, 2.33157], [1.14268, 3.46862, 2.62690], [-0.95410, 2.77614, -0.74063], [2.24484, 1.15870, 0.21368], [1.76376, -0.29951, -0.24289], [-1.01796, 0.74626, -2.25590], [-0.53607, -0.56645, -1.27707], [1.00535, 1.77018, 2.21310], [-0.48956, -2.95664, 0.25921], [-0.06540, -3.68866, -1.01567], [-1.75245, -3.54100, 0.87836], [0.33373, -3.00635, 0.96031], [-0.61892, -1.91241, 0.01342], [-0.89897, -3.78658, -1.70663], [-2.31122, -4.12534, 0.15240], [-1.56621, -4.20319, 1.72724], [0.24946, -4.70794, -0.80491], [0.70442, -3.11893, -1.50369], [-2.46745, -2.80878, 1.26132]]}

---

{"formula": "C4H8O3", "method": "ωB97M-V/def2-TZVPD", "relative_energy_kcal_mol": 40.03, "homo_ev": -9.82, "spin_multiplicity": 1, "species": ["O", "C", "C", "O", "C", "C", "O", "H", "H", "H", "H", "H", "H", "H", "H"], "xyz": [[1.08483, -0.93101, -1.27517], [0.65446, -0.68142, -0.16655], [1.53878, -0.19967, 0.99936], [2.88550, -0.21549, 0.64479], [-0.84219, -0.70707, 0.10765], [-1.58487, 0.35786, -0.69491], [-1.12216, 1.62052, -0.25007], [1.22110, 0.83640, 1.15249], [1.29404, -0.77910, 1.88437], [2.66119, 0.18254, -0.26080], [-1.22038, -1.69287, -0.18343], [-1.03767, -0.55398, 1.17385], [-1.38739, 0.21020, -1.76610], [-2.66932, 0.25170, -0.53086], [-1.47591, 2.30140, -0.83461]]}

---

Number 1: calculated total energy -128658.3194 eV. Number 2: calculated total energy -8290.7678 eV. Number 3: calculated total energy -24079.4750 eV. Number 4: calculated total energy -10981.6235 eV. Number 5: calculated total energy -10419.2679 eV.